The following is a quantum chemistry calculation of 2 unconnected molecules or ions with the total composition C12H21N5O5 in a non-equilibrium geometry, from the OMol25 dataset.

Cartesian coordinates (Å):
O1 6.760 4.212 -0.024
O2 -3.583 -4.681 1.289
O3 4.149 0.941 1.357
O4 0.560 1.407 1.552
O5 -2.967 -0.343 -2.068
C1 5.684 3.861 0.402
C2 -2.962 -3.841 0.661
C3 4.282 2.142 1.186
C4 0.511 0.623 0.623
C5 -3.314 -1.265 -1.339
N1 1.609 0.017 0.222
N2 5.521 2.590 0.845
N3 -4.180 -2.198 -1.761
N4 4.660 4.767 0.443
N5 -3.226 -2.549 0.867
C6 -1.914 -4.292 -0.337
C7 -4.760 -2.247 -3.102
C8 3.087 3.083 1.237
C9 -0.805 0.295 -0.065
C10 3.532 4.539 1.332
C11 -1.281 -1.119 0.302
C12 -2.796 -1.352 0.118
H1 1.589 -0.642 -0.531
H2 2.460 0.215 0.741
H3 6.244 1.916 0.641
H4 -4.459 -2.909 -1.101
H5 4.964 5.722 0.273
H6 -3.887 -2.393 1.613
H7 -2.046 -5.357 -0.521
H8 -0.926 -4.130 0.090
H9 -2.007 -3.756 -1.278
H10 -3.997 -2.011 -3.848
H11 -5.563 -1.512 -3.182
H12 -5.160 -3.241 -3.304
H13 2.474 2.840 2.107
H14 2.489 2.940 0.334
H15 -1.549 1.025 0.255
H16 -0.675 0.376 -1.144
H17 3.830 4.766 2.362
H18 2.698 5.198 1.070
H19 -1.046 -1.288 1.355
H20 -0.714 -1.835 -0.291
H21 -3.285 -0.516 0.620

LUMO level = 0.53 eV
total charge = 0
spin multiplicity = 1
total energy = -30475.518 eV
HOMO energy = -9.43 eV

Atomic partial charges in e from the Löwdin method, atoms 1 to 6: 0.07, 0.04, 0.05, 0.03, 0.06, -0.56